19
Properties=species:S:1:pos:R:3 method="wB97M-V/def2-TZVPD" e_lumo_ev=-10.468 relative_energy_kcal_mol=146.1 homo_lumo_gap_ev=9.674 e_tot_ev=-9811.606 e_homo_ev=-20.1420 max_force_ev_per_a=4.96 charge=+2
H 0.319 -2.938 -1.757
N 0.428 -1.870 -1.776
N 0.044 -1.143 -0.905
C -0.637 -1.428 0.303
C 0.179 -0.469 1.330
C -0.379 0.985 1.255
C -0.261 1.496 -0.237
C 0.408 0.623 -1.124
N 1.207 0.716 -2.090
H -0.617 -2.405 0.563
H -1.614 -1.073 0.367
H 1.270 -0.645 0.913
H 0.127 -0.813 2.404
H 0.145 1.682 1.899
H -1.438 0.938 1.755
H 0.028 2.542 -0.227
H -1.213 1.601 -0.822
H 1.766 1.498 -2.522
H 1.390 -0.080 -2.757

---

13
Properties=species:S:1:pos:R:3 method="wB97M-V/def2-TZVPD" e_lumo_ev=0.835 relative_energy_kcal_mol=48.3 homo_lumo_gap_ev=11.127 e_tot_ev=-9375.000 e_homo_ev=-10.2919 max_force_ev_per_a=0.69 smiles="C#C[C@@H](C)OC=O"
C -0.700 -0.787 -2.076
C -0.333 -0.671 -0.935
C 0.020 -0.412 0.474
C 1.481 -0.681 0.795
O -0.193 0.959 0.854
C -1.135 1.700 0.242
O -1.328 2.845 0.547
H -1.036 -0.875 -3.087
H -0.620 -1.036 1.109
H 2.115 -0.043 0.176
H 1.736 -1.728 0.614
H 1.661 -0.437 1.846
H -1.666 1.165 -0.558

---

10
Properties=species:S:1:pos:R:3 method="wB97M-V/def2-TZVPD" e_lumo_ev="-0.158 / -0.534" relative_energy_kcal_mol=91.4 homo_lumo_gap_ev="9.954 / 7.026" e_tot_ev=-13957.541 e_homo_ev="-10.1125 / -7.5596" max_force_ev_per_a=4.22
C -0.703 1.124 -0.199
N 2.134 -1.119 0.367
O -1.554 -1.134 0.225
P -0.741 -0.481 -1.025
H -0.752 2.036 -0.867
H 0.145 1.282 0.345
H -1.522 1.297 0.382
H 1.716 -0.319 0.844
H 2.692 -0.643 -0.319
H -1.415 -2.044 0.247

---

8
Properties=species:S:1:pos:R:3 method="wB97M-V/def2-TZVPD" e_lumo_ev=-1.035 relative_energy_kcal_mol=31.5 homo_lumo_gap_ev=8.594 e_tot_ev=-27989.393 e_homo_ev=-9.6290 max_force_ev_per_a=2.84 smiles="N#C[C@H](Cl)C=S"
N 0.643 2.435 -0.192
C 0.436 1.355 0.141
C 0.402 -0.014 0.525
Cl 1.786 -0.884 -0.186
C -0.744 -0.800 0.155
S -2.198 -0.216 -0.145
H 0.383 0.081 1.620
H -0.636 -1.884 0.274

---

100
Properties=species:S:1:pos:R:3 method="wB97M-V/def2-TZVPD" e_lumo_ev=0.013 homo_lumo_gap_ev=5.298 e_tot_ev=-86219.284 e_homo_ev=-5.2845 max_force_ev_per_a=1.90 charge=-1
C 5.777 1.722 3.056
O 6.287 2.585 2.072
C 5.481 2.532 0.919
C 6.342 2.584 -0.343
N 7.270 3.730 -0.389
P 6.581 5.262 -0.397
O 5.861 5.670 0.825
C 7.253 1.295 -0.338
O 8.251 1.355 -1.109
O 6.937 0.337 0.386
C 5.408 2.448 -1.552
C 5.687 1.574 -2.570
C 4.801 1.460 -3.608
C 3.693 2.248 -3.603
N 3.374 3.106 -2.652
C 4.239 3.163 -1.650
H 4.685 1.837 3.114
H 6.221 1.950 4.023
H 6.019 0.679 2.818
H 4.676 3.271 0.943
H 5.006 1.552 0.881
H 7.849 3.677 -1.227
H 7.696 6.117 -0.583
H 5.789 5.465 -1.556
H 6.572 0.952 -2.568
H 4.982 0.759 -4.407
H 3.011 2.169 -4.444
H 4.006 3.857 -0.850
C -1.826 -3.821 -4.115
C -1.711 -2.565 -4.703
C -0.762 -1.667 -4.244
C 0.069 -2.015 -3.186
C -0.061 -3.266 -2.582
C -1.002 -4.170 -3.057
C 0.788 -3.641 -1.414
O 0.669 -4.734 -0.894
C 1.761 -2.645 -0.900
C 2.520 -2.952 0.223
C 3.439 -2.037 0.709
C 3.613 -0.813 0.072
C 2.857 -0.498 -1.047
C 1.923 -1.406 -1.532
C 1.095 -1.040 -2.711
O 1.235 0.025 -3.275
H -2.564 -4.524 -4.479
H -2.364 -2.290 -5.521
H -0.668 -0.692 -4.701
H -1.097 -5.145 -2.597
H 2.388 -3.905 0.717
H 4.026 -2.274 1.586
H 4.340 -0.105 0.448
H 2.989 0.457 -1.541
C -0.920 0.564 1.188
C -2.253 0.731 1.551
C -2.588 1.570 2.601
C -1.590 2.238 3.300
C -0.252 2.052 2.949
C 0.079 1.222 1.885
C 0.838 2.721 3.713
O 1.995 2.556 3.401
C 0.467 3.583 4.869
C 1.472 4.172 5.626
C 1.142 4.987 6.695
C -0.193 5.223 7.007
C -1.198 4.635 6.259
C -0.873 3.806 5.192
C -1.964 3.152 4.416
O -3.130 3.357 4.689
H -0.660 -0.085 0.361
H -3.031 0.206 1.012
H -3.624 1.705 2.881
H 1.116 1.090 1.606
H 2.509 3.990 5.378
H 1.926 5.441 7.287
H -0.449 5.867 7.840
H -2.236 4.814 6.503
C -10.469 -3.919 -2.828
C -9.720 -3.927 -4.000
C -8.338 -3.867 -3.943
C -7.698 -3.787 -2.713
C -8.450 -3.756 -1.537
C -9.836 -3.833 -1.599
C -7.786 -3.623 -0.210
O -8.441 -3.601 0.812
C -6.302 -3.511 -0.170
C -5.665 -3.330 1.051
C -4.283 -3.237 1.103
C -3.532 -3.332 -0.064
C -4.163 -3.506 -1.284
C -5.548 -3.587 -1.344
C -6.209 -3.741 -2.667
O -5.556 -3.822 -3.687
H -11.548 -3.974 -2.874
H -10.218 -3.983 -4.960
H -7.754 -3.878 -4.853
H -10.416 -3.821 -0.687
H -6.249 -3.260 1.958
H -3.789 -3.092 2.055
H -2.452 -3.266 -0.021
H -3.576 -3.574 -2.189

---

19
Properties=species:S:1:pos:R:3 method="wB97M-V/def2-TZVPD" e_lumo_ev=-5.006 relative_energy_kcal_mol=62.2 homo_lumo_gap_ev=8.838 e_tot_ev=-9919.533 e_homo_ev=-13.8435 max_force_ev_per_a=2.53 charge=+1
C 1.308 2.330 1.764
C 0.659 1.451 0.710
C -0.375 0.646 0.959
N -0.830 -0.226 -0.061
C -1.962 -0.839 -0.022
H 2.262 2.698 1.404
H 1.392 1.720 2.657
H 0.576 3.082 2.050
H 1.324 1.114 -0.059
H -1.094 0.809 1.754
H -0.310 -0.263 -0.952
H -2.068 -1.751 -0.597
H -2.841 -0.442 0.474
H -0.710 -3.718 -0.036
H 0.474 -3.361 -0.860
O -0.495 -3.320 -0.892
H 1.647 0.219 -2.811
H 0.277 -0.331 -3.071
O 0.767 0.184 -2.412

---

18
Properties=species:S:1:pos:R:3 method="wB97M-V/def2-TZVPD" e_lumo_ev="-7.569 / -13.950" relative_energy_kcal_mol=55.7 multiplicity=2 s_squared=0.768 homo_lumo_gap_ev="12.994 / 5.299" e_tot_ev=-10343.451 e_homo_ev="-20.5627 / -19.2486" max_force_ev_per_a=3.85 charge=+2
N 0.308 1.711 0.922
C -0.718 0.746 0.215
C -0.523 1.023 -1.315
C -0.391 -0.702 0.632
N -1.403 -1.596 0.374
O 0.704 -0.965 1.081
H 1.361 1.313 0.964
H -0.190 1.944 1.828
H 0.402 2.640 0.439
H -1.767 1.168 0.438
H -0.788 1.943 -1.741
H -1.220 0.426 -2.037
H 0.459 0.761 -1.555
H -1.173 -2.654 0.557
H -2.322 -1.249 0.159
H 3.126 -2.121 -0.771
H 2.007 -2.363 0.385
O 2.126 -2.025 -0.575

---

92
Properties=species:S:1:pos:R:3 method="wB97M-V/def2-TZVPD" e_lumo_ev=0.281 homo_lumo_gap_ev=9.175 e_tot_ev=-133373.657 e_homo_ev=-8.8936 max_force_ev_per_a=0.75 smiles="CC[C@H](Br)[Si@@](CCC(N)=O)(OC[C@H](C)CC(C)C)P(=N)(O)O.CC(C)=O.CC(C)=O.CC(C)=O.CC(C)=O"
C 0.709 -0.229 -1.860
C 1.179 0.439 -0.564
C 2.271 1.502 -0.727
Br 3.671 0.850 -1.926
Si 3.025 1.920 0.965
C 4.113 3.434 1.012
C 4.984 3.754 -0.221
C 4.350 4.846 -1.071
N 4.237 4.600 -2.443
O 3.974 5.888 -0.588
O 1.785 2.108 2.032
C 0.946 3.267 1.987
C -0.393 2.971 2.656
C -0.175 2.812 4.162
C -1.137 1.774 2.055
C -2.022 2.024 0.808
C -3.480 2.287 1.200
C -1.545 3.124 -0.147
P 4.188 0.180 1.864
N 5.504 0.753 2.437
O 3.193 -0.626 2.840
O 4.411 -0.984 0.748
H 0.791 0.447 -2.713
H -0.340 -0.515 -1.765
H 1.260 -1.142 -2.083
H 1.526 -0.323 0.140
H 0.328 0.951 -0.116
H 1.836 2.394 -1.185
H 4.775 3.281 1.867
H 3.506 4.313 1.244
H 5.207 2.879 -0.825
H 5.944 4.144 0.127
H 4.638 3.711 -2.713
H 3.288 4.659 -2.788
H 0.817 3.618 0.958
H 1.438 4.075 2.538
H -1.010 3.866 2.510
H -1.078 2.447 4.652
H 0.652 2.131 4.369
H 0.072 3.776 4.612
H -1.797 1.391 2.836
H -0.417 0.973 1.871
H -2.006 1.096 0.225
H -3.631 3.338 1.464
H -3.785 1.668 2.042
H -4.144 2.062 0.364
H -1.271 4.041 0.375
H -2.355 3.385 -0.831
H -0.705 2.809 -0.771
H 5.715 0.578 3.411
H 3.362 -1.576 2.796
H 5.145 -0.737 0.168
C -4.209 -1.885 2.091
C -5.557 -1.218 2.259
C -6.765 -2.105 2.122
O -5.643 -0.033 2.485
H -3.415 -1.149 2.206
H -4.086 -2.675 2.833
H -4.141 -2.346 1.103
H -6.726 -2.900 2.870
H -6.787 -2.567 1.135
H -7.673 -1.523 2.255
C 1.937 -5.906 -0.804
C 1.810 -4.428 -1.082
C 2.251 -3.491 0.016
O 1.386 -4.013 -2.135
H 1.595 -6.474 -1.665
H 2.977 -6.158 -0.587
H 1.343 -6.174 0.072
H 3.306 -3.652 0.244
H 1.675 -3.673 0.926
H 2.115 -2.461 -0.303
C 6.790 -3.009 -3.025
C 5.793 -1.913 -3.311
C 4.444 -2.342 -3.834
O 6.062 -0.748 -3.124
H 7.717 -2.579 -2.654
H 6.383 -3.700 -2.285
H 6.989 -3.580 -3.934
H 3.951 -3.008 -3.124
H 4.564 -2.891 -4.770
H 3.816 -1.470 -4.000
C -8.208 -1.618 -2.450
C -9.150 -2.169 -1.407
C -10.579 -2.389 -1.838
O -8.779 -2.418 -0.284
H -7.214 -1.500 -2.026
H -8.164 -2.292 -3.308
H -8.569 -0.652 -2.806
H -10.614 -3.088 -2.675
H -11.017 -1.448 -2.175
H -11.158 -2.784 -1.007